105
Properties=species:S:1:pos:R:3:forces:R:3 method="wB97M-V/def2-TZVPD" e_lumo_ha=0.060 total_charge=-1 energy_ha=-21167.9862 gap_ev=4.5231
C -1.71008 -1.72756 -2.05154 -0.283 0.701 -0.023
C -0.79136 -0.57282 -2.42990 -0.142 -0.439 -0.040
C 0.66979 -0.82525 -2.08136 -0.428 0.395 0.252
C 1.34724 0.51773 -1.79704 -0.555 -0.267 -0.144
N 0.85976 1.03860 -0.51009 0.393 -0.169 -0.172
C 1.86671 1.08761 0.58311 -0.248 -0.496 1.469
I 2.91792 -0.84034 0.66961 0.230 -0.089 -0.712
C 1.16583 1.23843 1.91026 0.873 -0.898 -0.403
Br 1.65641 0.09963 3.45541 -0.210 0.740 -0.152
C 0.23038 2.16140 2.14391 -0.200 0.183 0.641
C -0.22181 3.13489 1.11749 -0.646 -0.075 -0.141
Br -0.63563 2.33183 3.85862 -0.112 0.197 -0.297
H -1.72924 -1.86542 -0.96988 0.257 -0.098 -0.186
H -1.44207 -2.65879 -2.53723 -0.053 -0.231 -0.111
H -2.71988 -1.41522 -2.31762 -0.278 -0.390 -0.223
H -1.15945 0.28188 -1.87273 0.171 0.343 0.167
H -0.90174 -0.32559 -3.48585 -0.010 0.002 -0.147
H 0.65035 -1.41924 -1.17531 0.374 -0.175 0.227
H 1.16683 -1.41111 -2.85516 0.143 -0.011 -0.127
H 2.42886 0.50418 -1.88992 0.006 -0.227 0.265
H 0.98841 1.19984 -2.57104 0.090 0.101 -0.090
H 0.66777 2.01072 -0.69476 -0.027 0.077 0.010
H -0.83796 3.92388 1.53375 0.169 0.246 0.153
H 0.60997 3.53976 0.54678 0.348 0.265 0.146
H -0.84558 2.60747 0.40471 -0.288 0.044 -0.228
C 1.45550 -1.24984 -5.83299 -0.053 0.090 -0.037
Cl -0.03040 -2.20162 -5.68413 -0.088 -0.133 -0.042
Cl 1.21379 0.43819 -5.38957 -0.066 -0.116 -0.247
H 2.19181 -1.67324 -5.16156 -0.386 -0.171 -0.076
H 1.80549 -1.30303 -6.85708 -0.085 0.022 -0.044
C 5.49474 -0.54729 -3.39304 0.107 0.052 0.182
Cl 5.18720 0.41361 -1.94947 0.569 -0.503 0.186
Cl 4.00368 -0.86441 -4.29957 0.666 0.028 0.231
H 6.17937 -0.00907 -4.03476 -0.081 0.042 -0.086
H 5.92764 -1.49297 -3.09564 -0.093 -0.038 0.041
C 2.70044 3.85280 -3.61822 -0.058 -0.202 -0.027
Cl 1.19979 3.52441 -4.50527 -0.135 0.231 -0.010
Cl 3.56037 2.36494 -3.21408 -0.110 1.034 -0.325
H 3.34105 4.46835 -4.23289 -0.273 -0.149 -0.123
H 2.45144 4.37050 -2.69832 -0.080 -0.079 0.042
C 9.34762 -1.80782 -4.66125 0.053 -0.021 -0.017
Cl 7.95092 -2.87205 -4.46145 0.074 -0.092 -0.062
Cl 8.95975 -0.13074 -4.26086 0.116 0.030 -0.011
H 10.13880 -2.14686 -4.00349 -0.059 0.019 0.081
H 9.67147 -1.85183 -5.69407 -0.081 0.030 -0.027
C -0.25854 4.88888 6.56238 0.056 -0.103 -0.036
Cl -1.86229 4.55552 7.22800 -0.024 -0.042 -0.011
Cl 0.12490 6.61808 6.64410 0.078 0.037 -0.035
H 0.47883 4.34072 7.13566 -0.019 0.051 0.077
H -0.23471 4.57155 5.52582 -0.091 0.053 -0.026
C -1.69804 -4.61872 0.96229 -0.022 0.010 0.156
Cl -1.00996 -4.95777 -0.62795 0.024 0.084 0.144
Cl -1.67605 -2.89497 1.34829 0.048 -0.106 0.231
H -2.72382 -4.96143 0.97691 -0.025 0.027 -0.082
H -1.11378 -5.14690 1.70658 0.082 0.069 -0.015
C -0.09850 8.09872 10.15729 0.063 -0.044 -0.062
Cl -1.71237 7.76697 10.80385 -0.003 -0.033 0.011
Cl 0.29718 9.81960 10.24999 0.044 -0.002 -0.009
H 0.62751 7.54483 10.73988 -0.033 0.037 0.077
H -0.06680 7.79007 9.11943 -0.096 0.028 -0.002
C 6.18949 6.00708 -5.36261 0.061 0.031 0.040
Cl 5.38292 5.55189 -3.85869 0.492 0.246 0.063
Cl 5.13488 5.78289 -6.76383 0.023 0.011 -0.040
H 6.47202 7.05117 -5.30299 -0.083 0.024 -0.004
H 7.06790 5.38501 -5.48477 -0.054 -0.079 -0.008
C -2.19836 -4.17738 -7.94275 -0.059 0.170 0.027
Cl -2.46599 -4.99065 -6.39725 0.031 0.162 -0.056
Cl -1.72104 -5.31825 -9.20890 0.003 0.018 -0.032
H -3.11805 -3.68938 -8.24229 -0.042 -0.089 -0.015
H -1.40877 -3.44664 -7.81469 0.070 -0.068 0.036
C -4.33644 4.90560 10.05910 0.095 0.007 -0.108
Cl -5.45011 5.54092 8.84477 0.041 -0.005 -0.004
Cl -5.18912 4.35978 11.51310 0.015 0.029 0.041
H -3.80053 4.06504 9.63478 -0.072 -0.048 0.005
H -3.64298 5.68910 10.33846 -0.051 0.031 0.030
C -4.60236 1.21420 13.34337 -0.071 -0.012 -0.010
Cl -3.56003 2.28933 14.28250 -0.038 0.026 0.025
Cl -3.69961 -0.13848 12.65131 -0.038 -0.018 -0.018
H -5.37106 0.81995 13.99706 0.067 -0.040 0.053
H -5.04660 1.78363 12.53618 0.094 0.022 -0.039
C -5.36515 -2.73952 1.53893 0.053 0.116 -0.117
Cl -6.41009 -1.77947 2.59187 -0.011 0.008 -0.034
Cl -4.97505 -4.30965 2.25844 -0.090 -0.039 0.005
H -5.87829 -2.90789 0.59923 -0.067 -0.050 0.044
H -4.43994 -2.19932 1.37400 0.028 -0.027 0.098
C -5.07188 -5.85887 -3.63962 0.170 0.021 0.095
Cl -5.33484 -4.81311 -2.23491 0.069 -0.091 -0.035
Cl -6.56691 -6.09518 -4.56116 0.041 -0.088 -0.068
H -4.33429 -5.39067 -4.27913 -0.065 0.087 -0.065
H -4.71278 -6.82533 -3.30728 -0.090 -0.006 0.084
C 6.16722 -0.51829 2.66330 -0.065 0.067 -0.040
Cl 7.21044 0.53963 3.63294 -0.011 0.010 0.042
Cl 7.11649 -1.73529 1.79260 -0.054 -0.016 -0.006
H 5.47008 -1.02130 3.32132 0.042 -0.033 0.024
H 5.62683 0.08349 1.94359 0.021 0.001 -0.058
C -7.40772 -2.51423 -4.23213 -0.028 -0.019 -0.023
Cl -7.56051 -1.82659 -2.61367 -0.042 0.012 0.058
Cl -6.57162 -1.41730 -5.33996 -0.001 -0.030 -0.038
H -6.84331 -3.43352 -4.16254 0.068 0.035 0.037
H -8.40010 -2.70976 -4.62042 -0.017 0.084 0.000
C -0.34886 -7.76564 -4.43714 0.156 0.138 -0.059
Cl -0.61218 -6.69717 -3.06098 0.018 -0.194 -0.129
Cl -1.85066 -8.06304 -5.32129 -0.042 -0.293 0.004
H 0.35373 -7.29015 -5.11190 -0.056 0.041 -0.034
H 0.04775 -8.71031 -4.08491 -0.101 -0.022 0.049